No. 1
A structure of composition C27H50Cl3FN10OY in a non-equilibrium geometry. Source: the Open Molecules 2025 dataset; level of theory: ωB97M-V with the def2-TZVPD basis set.

Calculated values
ΔE to the lowest compared entry with this formula, charge and spin	12.4	kcal per mole
HOMO energy	-10.2	eV
charge	+1
calculated total energy	-87087.698	eV

Structure (XYZ):
```
93
Properties=species:S:1:pos:R:3:forces:R:3
Y 0.62575 0.16332 0.32278 -0.281 -0.528 -1.152
Cl 1.14920 -4.63668 6.05418 -0.012 -0.037 0.078
Cl -0.37704 -0.50730 2.91222 -0.233 -0.118 0.460
Cl 3.77056 -3.57742 1.48052 0.105 -0.040 -0.006
F 0.73244 1.75317 1.53339 0.067 1.212 0.847
O 1.89090 -1.28007 1.29957 0.121 -0.348 0.526
N -2.99636 0.83190 1.91608 0.017 -0.008 0.085
N -2.65006 3.03404 1.29776 0.023 -0.142 0.077
N 4.00328 2.80482 0.63537 0.065 -0.087 0.271
N -1.61733 1.28497 0.09957 -0.052 -0.061 -0.131
N 1.35620 -4.04628 -1.70291 -0.032 -0.113 0.168
N 4.50716 0.55406 0.46246 -0.214 -0.212 0.077
N 0.22107 0.85528 -2.17837 -0.009 -0.071 0.035
N -0.24308 -3.66054 -0.07043 -0.062 -0.019 0.039
N 2.54790 1.31784 -0.48224 -0.078 0.029 -0.126
N 0.65054 -1.84937 -1.19778 -0.041 0.034 -0.211
C 0.35940 -0.32387 -3.05717 0.145 -0.202 0.051
C 0.12627 -4.79241 0.76486 -0.021 -0.035 -0.017
C 5.40724 3.15504 0.78257 0.013 0.025 -0.047
C 2.54245 -3.15883 2.62607 -0.151 0.203 0.012
C 1.36202 -3.65252 4.64901 0.027 0.058 -0.138
C 1.27185 1.86359 -2.46656 0.167 0.179 0.172
C 5.05969 0.32432 1.78932 0.062 0.008 0.050
C 3.61820 1.55947 0.23771 0.460 0.042 -0.486
C 4.49715 -0.61531 -0.40493 -0.019 0.097 -0.018
C 1.95556 2.42650 -1.21993 0.022 -0.136 -0.139
C -3.50093 -0.45118 1.47327 -0.035 0.043 -0.058
C -1.13363 1.42370 -2.28114 -0.140 0.145 0.178
C 0.50463 -2.59227 4.41244 -0.097 -0.006 0.056
C 0.69947 -1.82570 3.28126 0.222 -0.185 -0.126
C -2.38202 1.70873 1.07524 -0.086 0.143 -0.021
C 0.82337 -5.34224 -2.08272 0.042 -0.007 -0.031
C 1.26275 -1.38023 -2.43846 -0.248 0.146 -0.073
C 3.06212 3.75712 1.20305 -0.200 0.050 -0.024
C -3.98452 3.50185 1.62407 0.008 0.045 0.016
C -3.28794 1.17322 3.29845 -0.073 -0.061 -0.052
C -1.50072 2.20853 -1.03850 -0.021 -0.145 0.048
C 2.37882 -3.94167 3.75199 -0.008 -0.043 0.044
C 1.72774 -2.04028 2.34325 0.120 -0.209 0.218
C -1.41207 -2.93958 0.37725 0.058 -0.022 -0.126
C 2.78523 -3.88833 -1.88994 0.044 0.090 -0.069
C 0.60807 -3.13513 -0.99375 0.145 -0.011 -0.029
C -1.59748 4.03274 1.32282 0.113 -0.002 -0.150
H -2.95396 0.35818 3.94379 -0.033 -0.002 -0.012
H -1.23586 -2.43638 1.33073 -0.014 0.020 0.013
H 1.37734 -2.19038 -3.16140 0.107 0.017 -0.019
H 1.13997 -5.11581 0.54365 -0.013 0.009 -0.012
H -2.23164 -3.64872 0.51685 -0.023 0.034 0.027
H -0.25430 -5.36175 -1.94535 -0.005 0.013 0.010
H -0.30035 -2.37229 5.09994 0.001 0.010 -0.014
H -0.62163 -0.77840 -3.18925 -0.031 0.043 -0.021
H 1.03762 -5.51593 -3.14026 0.001 -0.011 0.017
H 4.65392 -0.60448 2.19864 -0.021 0.008 -0.020
H 0.09368 -4.49454 1.81700 -0.012 0.005 -0.016
H -4.06114 3.86032 2.65515 0.008 -0.022 -0.010
H -3.07001 -1.26900 2.05310 0.045 0.001 -0.001
H 2.73738 3.12515 -1.53498 -0.093 0.088 -0.023
H -1.84821 0.60582 -2.37074 0.038 -0.043 -0.030
H 3.12017 -2.94767 -1.45921 -0.027 -0.055 -0.019
H 0.73366 -0.04149 -4.04733 -0.043 0.066 0.004
H 3.69230 -1.30407 -0.14813 0.008 0.016 0.009
H 3.05233 -3.91472 -2.95021 -0.007 0.020 0.000
H 4.39434 -0.29127 -1.43952 0.007 -0.021 -0.004
H 4.78891 1.13301 2.46417 0.005 0.006 -0.043
H -0.74808 2.98250 -0.86869 -0.069 0.094 -0.002
H -1.70210 4.63324 2.22968 0.003 -0.013 0.001
H -0.62613 3.53931 1.34982 -0.049 -0.004 -0.002
H 2.24744 -0.94334 -2.23696 0.046 -0.052 -0.077
H 3.31856 -4.69892 -1.38396 -0.017 0.016 -0.002
H 6.14752 0.23809 1.74561 -0.004 0.026 0.030
H 5.76901 3.04708 1.80920 -0.024 0.001 -0.008
H -4.35958 1.32207 3.45885 0.016 0.013 0.031
H 3.43975 4.10108 2.16856 0.030 -0.006 -0.012
H -3.26393 -0.58470 0.42183 0.000 -0.023 0.009
H -2.45705 2.71108 -1.20495 0.038 0.105 -0.039
H 5.53140 4.19923 0.49226 -0.013 -0.007 -0.008
H -0.56352 -5.62784 0.61974 0.036 -0.019 0.009
H 1.23783 2.99024 -0.61566 0.050 0.035 0.009
H -1.70222 -2.20862 -0.37584 0.004 0.006 0.030
H -4.58727 -0.48084 1.60484 0.011 -0.017 0.001
H -4.71020 2.70680 1.46804 0.010 0.010 0.013
H 2.92992 4.62939 0.55644 0.050 0.006 0.005
H 5.45045 -1.13186 -0.28704 0.011 0.021 -0.004
H 6.01368 2.53738 0.12488 0.012 -0.008 0.037
H -4.23883 4.33075 0.95885 -0.020 -0.013 0.022
H -1.23519 2.05834 -3.17042 0.063 -0.025 -0.023
H -1.64777 4.70750 0.46197 -0.021 0.003 0.015
H 3.03743 -4.78103 3.92661 -0.003 0.002 -0.011
H 2.04772 1.38783 -3.06702 -0.033 -0.009 -0.045
H -2.75055 2.07287 3.58358 0.000 0.010 0.000
H 2.10203 3.27626 1.37606 0.067 -0.006 -0.018
H 1.26893 -6.16260 -1.51112 -0.002 0.022 0.017
H 0.85211 2.69348 -3.04519 -0.022 -0.071 -0.091
```
Forces are in eV/Å.

Mulliken atomic charge list, values in e, 4 entries: number 1, Y, carries 0.4685; number 2, Cl, carries -0.2193; number 3, Cl, carries 0.0046; number 4, Cl, carries -0.1726

No. 2
A cluster of 2 separate species, C27H50F2N4O10P2S3Si in total in a non-equilibrium geometry. Source: the Open Molecules 2025 dataset; level of theory: ωB97M-V with the def2-TZVPD basis set.

Calculated values
HOMO energy	-8.3	eV
calculated total energy	-119637.667	eV

Structure (XYZ):
```
99
Properties=species:S:1:pos:R:3:forces:R:3
S -0.09405 -5.48755 -6.96317 0.469 -1.931 -1.888
S -2.04116 -0.83122 1.28066 -0.077 0.535 0.987
S -0.75938 -3.79893 -5.06795 -0.854 1.150 0.619
P -2.66497 1.94656 -2.21576 -1.896 -0.536 -0.721
P -1.79085 3.81198 -2.85129 1.813 2.146 -0.389
Si -3.36523 2.63589 2.23296 -0.322 1.151 2.335
F -1.74189 -3.19577 -6.16730 0.031 -0.038 -0.082
F 1.30436 -5.81547 -7.65497 0.198 0.464 0.486
O -0.43535 3.54026 -3.76442 -1.480 -0.485 0.457
O -0.37689 -2.61463 -4.35259 2.939 -1.727 -2.208
O -1.60431 -1.76133 -3.05272 -2.329 1.921 2.864
O -2.81741 4.56908 -3.88323 1.104 -1.351 0.477
O -1.22189 -0.54043 -1.21422 -0.890 -0.119 0.131
O -3.63048 3.44043 -0.27546 0.137 -0.356 0.851
O -0.85139 -4.98415 -8.06561 -0.113 0.475 0.461
O -0.47072 -6.76678 -6.44832 -0.094 0.396 0.568
O -1.60823 -4.69820 -4.34477 0.311 -0.317 -0.136
O -1.41888 4.74260 -1.76701 -0.423 -0.600 0.199
N -3.61387 -0.54893 -0.82762 -0.339 0.235 0.265
N 0.41043 -4.41678 -5.90790 -0.571 0.132 0.108
N -5.30661 -0.67497 0.84383 -0.654 -0.303 -0.598
N -4.66912 1.40866 -0.00677 1.019 -1.427 2.332
C 4.83526 -1.63168 0.08356 0.399 -0.439 0.465
C -5.05760 3.49724 2.57954 0.122 -1.297 -0.354
C -1.65230 -5.73403 0.13928 -0.330 1.201 -0.492
C -0.75805 2.11891 -0.18549 1.057 -0.334 0.357
C -2.74995 -3.62529 -0.52067 0.219 -0.432 0.090
C 5.48500 -3.62435 1.47339 -0.262 0.779 -0.876
C -0.47427 -4.04572 -1.18711 0.178 0.576 -0.207
C -2.78293 -4.88876 0.12762 0.600 0.401 -0.392
C -3.30067 1.26448 3.52810 -0.058 -0.366 0.030
C 4.95219 1.16193 1.15377 0.701 0.513 0.066
C -2.19654 1.51653 -0.37026 0.234 -0.072 -1.783
C 5.08653 -3.19109 0.01606 -0.558 1.191 0.874
C -4.54623 0.06382 0.04451 -0.361 0.601 -1.226
C -0.49458 -5.29654 -0.55253 -0.893 -0.371 0.585
C -2.11648 4.00524 2.70305 -0.218 0.141 -0.076
C -1.58452 -3.15101 -1.18201 0.081 -1.106 1.774
C -3.41339 2.17125 0.37784 0.449 1.114 -2.018
C 0.45135 1.77519 2.16191 1.053 -0.176 -0.326
C -1.48781 -1.79159 -1.86621 -0.596 -1.307 -1.808
C -2.27081 -0.05235 -0.42805 1.564 -1.000 1.244
C 4.99403 2.33889 2.19936 -1.353 -0.466 -0.638
C 1.13417 3.17472 2.34808 -0.159 -0.288 0.242
C 3.58114 2.39610 2.90603 1.059 1.413 -0.266
C 6.18766 -0.81202 0.04753 -1.169 -0.254 0.307
C 2.63592 3.19786 1.95653 0.082 0.123 0.508
C 0.31958 1.37538 0.65933 0.681 0.309 0.602
C 6.25420 0.31458 1.13159 0.082 0.153 -0.837
H -3.67611 -3.04186 -0.47959 0.592 -0.061 -0.134
H 5.87810 -3.39236 -0.72813 -0.542 -0.227 0.270
H 1.30446 1.68387 0.23376 -0.741 -0.155 0.033
H -5.22779 4.37372 1.93071 -0.199 -0.362 0.482
H -3.84261 0.36965 3.15784 0.214 0.362 0.494
H 7.06567 1.00589 0.80107 -0.375 -0.389 0.467
H -0.77259 3.18166 0.13656 -0.416 -0.657 -0.244
H -2.29282 0.92466 3.82545 -0.420 0.166 -0.367
H -3.54329 4.16969 0.35763 0.164 0.020 -0.363
H -0.46832 1.64280 2.75916 0.270 0.225 -0.425
H 3.20679 1.39031 3.16792 0.245 0.470 -0.072
H 4.84171 1.59489 0.13248 -0.019 -0.309 0.559
H 4.33448 -1.46929 1.06638 0.245 0.008 -0.603
H -5.84473 2.71404 2.43788 0.134 0.812 -0.035
H 6.99197 -1.56781 0.16890 -0.140 0.771 -0.161
H 6.24573 -0.32606 -0.94801 0.290 -0.382 0.488
H -5.09483 3.73817 3.66136 0.130 0.151 -0.694
H 0.36644 -5.98233 -0.55227 -0.312 0.678 -0.253
H 2.96313 4.26156 2.02028 -0.138 -0.654 -0.140
H 4.03169 0.57665 1.33770 0.614 0.018 -0.070
H 5.07928 3.27932 1.60986 0.280 -0.409 0.668
H 4.11174 -1.29194 -0.68400 0.518 -0.176 0.247
H 1.18868 1.05340 2.58854 -0.646 0.310 -0.127
H -2.07528 0.95200 -3.05800 0.488 0.492 0.536
H 0.61100 3.98978 1.80738 0.167 -0.532 0.160
H 6.54397 -0.05837 2.13672 -0.392 0.047 -0.512
H 4.10293 -3.63113 -0.24388 0.800 -0.209 -0.178
H 5.82637 2.28022 2.92312 -0.371 -0.180 -0.395
H 6.27968 -2.91891 1.79974 -0.200 -0.759 0.026
H -1.71675 -6.68629 0.67937 0.271 0.394 -0.387
H 0.33791 0.27591 0.55248 -0.391 0.643 -0.057
H -1.59774 4.45105 1.83475 0.113 -0.308 0.560
H 1.06711 3.43746 3.42970 0.070 -0.066 -0.607
H -3.78680 1.65083 4.45223 0.116 -0.236 -0.652
H -1.42601 3.59763 3.46783 -0.037 0.248 -0.753
H -3.82647 -0.42915 -1.82154 0.069 0.511 0.105
H 5.79748 -4.67967 1.54619 -0.109 0.546 0.124
H 2.84847 2.88664 0.91313 -0.453 0.091 0.455
H -0.29775 2.16044 -1.19368 -0.450 -0.043 0.618
H -1.11476 -1.81404 1.12272 -0.356 0.490 -0.635
H -0.13988 2.62113 -3.67188 0.058 0.209 -0.241
H -5.46963 -0.45630 1.81910 -0.384 0.488 -0.398
H -3.70828 -5.18914 0.64211 0.510 0.125 -0.334
H -5.48844 1.76990 0.48390 0.127 0.000 -0.039
H 0.44505 -3.74206 -1.70960 -0.509 -0.130 0.198
H -2.63481 4.85100 3.21111 0.018 -0.645 -0.421
H 4.60318 -3.39900 2.11174 0.561 -0.486 -0.207
H -5.78511 -1.48525 0.45799 0.806 -0.299 0.369
H -2.23929 5.17322 -4.38320 -0.378 -0.011 -0.087
H 3.73412 3.01538 3.81783 -0.475 -0.612 -0.227
```
Forces are in eV/Å.

Mulliken atomic charge list, values in e, 4 entries: number 1, S, carries 1.0867; number 2, S, carries -0.2474; number 3, S, carries 1.3030; number 4, P, carries -0.5479